# 1
Here is a molecular structure, C28H33BF4N10O7S2SbSe4Tc at a distorted geometry from OMol25. Energies are from ωB97M-V/def2-TZVPD.

Positions of all 91 atoms, in Å:
Tc  -2.45561  1.23704  0.56616
N  -0.63542  0.15279  4.22129
C  -0.97273  1.41387  4.64288
C  -0.79381  2.05682  5.85882
C  -1.27660  3.34445  5.95956
C  -1.91396  3.97208  4.88538
C  -2.08399  3.33765  3.67313
C  -1.61571  2.02918  3.54790
N  -1.67550  1.10988  2.50244
C  -1.06846  0.00849  2.94887
C  -1.04324  -1.22607  2.22339
C  -0.81254  -2.48711  2.71751
S  -1.09367  -3.65833  1.49964
C  -1.48198  -2.39251  0.41333
N  -1.41174  -1.19791  0.90885
H  -0.13983  -0.53996  4.75879
H  -0.31042  1.55897  6.68367
H  -1.16296  3.89057  6.88125
H  -2.29734  4.97466  5.00524
H  -2.52099  3.88290  2.84104
H  -0.53180  -2.76993  3.71237
H  -1.75342  -2.58680  -0.60628
N  -5.65908  -1.57920  0.19704
C  -5.84544  -1.30095  1.51530
C  -4.76955  -0.55917  1.89732
N  -3.94702  -0.36233  0.81415
C  -4.51299  -1.01256  -0.18897
H  -6.30098  -2.06936  -0.40968
H  -6.71510  -1.59362  2.06503
H  -4.52849  -0.13699  2.85744
H  -4.13475  -1.06492  -1.19074
F  -0.83526  2.36124  0.17018
B  0.90552  3.21525  1.13750
F  1.37478  3.74911  0.05985
F  1.27626  1.97265  1.48377
F  0.21976  3.89106  2.01171
O  -1.05123  3.03981  -6.73481
N  -0.12922  2.86520  -5.98653
O  1.03583  3.06141  -6.20772
C  -0.45678  2.30591  -4.66179
C  0.58565  2.10604  -3.75674
C  0.27593  1.47528  -2.56452
C  -1.01900  1.00204  -2.36154
O  -1.14357  0.22239  -1.22182
C  -2.07987  1.41658  -3.15412
C  -1.78444  2.04472  -4.36691
N  -3.37520  1.36918  -2.61980
O  -4.38366  1.41350  -3.29486
O  -3.43753  1.37650  -1.33752
N  0.99092  1.22460  -1.42291
O  0.96423  -0.93220  -0.11819
O  2.33425  1.42239  -1.27612
H  1.58162  2.45774  -3.98152
H  -2.58346  2.35630  -5.02542
C  5.03839  1.02184  -3.12442
C  5.48308  -0.42659  -3.29829
C  4.64239  -1.42775  -2.50476
C  3.18302  -1.51615  -2.99785
N  2.25112  -1.10441  -1.97324
C  1.75831  -1.73422  -1.00968
S  0.14048  0.42126  -0.20934
N  1.68284  -3.00265  -0.56676
C  2.45831  -4.14642  -1.02187
C  3.83713  -4.26321  -0.36272
C  3.82944  -4.84832  1.05117
C  3.18089  -3.95274  2.10630
H  5.70940  1.67559  -3.67410
H  5.06265  1.31443  -2.07659
H  4.03327  1.18485  -3.50889
H  6.51705  -0.51772  -2.96095
H  5.45451  -0.70138  -4.35440
H  4.65146  -1.13640  -1.45089
H  5.10764  -2.41043  -2.58493
H  2.96182  -2.51067  -3.38557
H  3.03039  -0.80212  -3.81128
H  2.78052  0.61919  -1.66612
H  1.38574  -3.07452  0.39634
H  2.55470  -4.08794  -2.10461
H  1.86234  -5.03388  -0.79104
H  4.32276  -3.28610  -0.34665
H  4.44040  -4.91715  -0.99259
H  4.87055  -5.02253  1.33070
H  3.32763  -5.81805  1.03388
H  3.52088  -2.92203  2.00801
H  3.45340  -4.29812  3.09984
H  2.09127  -3.98214  2.04499
Se  -8.19244  3.00990  1.58338
Sb  -6.12542  3.87131  2.34782
Se  -4.15360  2.44793  1.13827
Se  -4.63587  4.40200  0.28032
Se  -5.31688  5.12701  4.18422

The value obtained for the gap between HOMO and LUMO (spin up / spin down) is 5.81 / 5.83 eV. The energy above the lowest of the compared OMol25 structures with the same formula, charge and spin comes out at 128.5 kcal/mol. Its net charge is +2.

Atom charges from the Löwdin analysis, given in e for atoms 1 to 4: Tc 1.021; N 0.207; C -0.165; C 0.010

# 2
Here is a molecular structure, C28H33Br36N2O3 at a distorted geometry from OMol25. Energies are from ωB97M-V/def2-TZVPD.

Positions of all 102 atoms, in Å:
C  -0.42674  2.88126  3.12973
C  -1.17021  3.01498  1.91818
N  -1.48325  3.02123  0.40700
C  -1.40734  4.31326  -0.41127
C  -1.69066  4.35448  -2.05762
C  -2.06098  2.88956  -2.74124
C  -2.32145  2.76079  -4.38761
C  -0.78623  2.72166  -5.05027
N  0.17945  2.26891  -3.97598
C  1.31606  3.26155  -3.85160
C  2.43103  2.89361  -2.70455
C  0.83799  0.94297  -4.29965
C  1.04911  -0.24667  -3.14319
O  1.32646  0.61320  -5.52695
C  -2.18797  1.51683  -1.85227
C  -1.87169  1.66578  -0.21976
C  -1.99890  0.26391  0.68303
C  -0.52412  -0.49750  0.54462
C  -0.65308  -2.13978  0.55515
O  0.16184  -2.97312  1.24751
O  -1.70373  -2.80355  -0.28624
H  0.30733  2.74533  4.06134
H  -1.10617  5.32895  0.12100
H  -1.63234  5.34691  -2.68972
H  -2.81468  1.71700  -4.67321
H  -2.94390  3.65394  -4.81655
H  -0.78725  2.06730  -6.02276
H  -0.52104  3.84238  -5.32383
H  0.94889  4.36875  -3.62537
H  1.89297  3.28371  -4.89224
H  3.21453  3.79388  -2.69816
H  3.07233  1.92937  -2.93884
H  2.00865  2.79804  -1.61734
H  0.07346  -0.90031  -3.00262
H  1.39251  0.19440  -2.10988
H  1.89594  -0.98296  -3.54101
H  -2.45658  0.47356  -2.30919
H  -2.31238  0.47119  1.79368
H  -2.86661  -0.37795  0.17303
H  -0.10872  -0.17568  -0.52620
H  0.25369  -0.12721  1.36753
H  -1.55036  -2.57844  -1.25257
C  2.79845  4.00289  6.30809
Br  3.10309  3.53466  8.17146
Br  1.85844  2.59350  5.35194
Br  1.90229  5.72019  6.13046
H  3.78265  4.10581  5.83927
C  0.87115  5.97476  10.83093
Br  1.64194  7.73826  11.11406
Br  1.07430  4.83634  12.39520
Br  -0.98161  6.07974  10.24779
H  1.43595  5.50564  10.01856
C  1.28466  -6.48323  0.33214
Br  2.97684  -5.81888  1.02452
Br  0.88036  -5.74513  -1.42170
Br  1.21547  -8.42719  0.33285
H  0.50156  -6.13516  1.01377
C  -1.27800  1.84182  13.05108
Br  -2.70636  2.26969  11.80171
Br  -1.48254  2.79067  14.73693
Br  -1.09980  -0.07681  13.31731
H  -0.34324  2.19015  12.59952
C  4.33203  -11.01599  1.15756
Br  5.08014  -11.30190  -0.61523
Br  3.88659  -12.69428  2.03456
Br  5.48834  -9.90729  2.26097
H  3.39446  -10.46629  1.02409
C  1.71189  -1.79545  6.34667
Br  3.55587  -1.17610  6.36609
Br  0.51754  -0.54085  7.23194
Br  1.11001  -2.22049  4.54643
H  1.68125  -2.72648  6.92222
C  -6.16711  -0.16001  -2.36370
Br  -6.10101  -2.08133  -2.06641
Br  -7.57607  0.68552  -1.32249
Br  -4.43898  0.67942  -2.05923
H  -6.41476  -0.00817  -3.41946
C  -3.30149  3.79933  -8.46520
Br  -3.23540  1.87801  -8.16792
Br  -4.71046  4.64486  -7.42399
Br  -1.57336  4.63876  -8.16074
H  -3.54914  3.95117  -9.52097
C  1.18658  2.74662  -10.65411
Br  1.95738  4.51012  -10.37098
Br  1.38974  1.60820  -9.08984
Br  -0.66617  2.85160  -11.23725
H  1.75139  2.27750  -11.46647
C  -8.83958  -1.86475  -5.57079
Br  -9.90831  -3.04605  -4.45430
Br  -8.99597  -0.00683  -5.01591
Br  -6.98334  -2.43896  -5.66265
H  -9.24522  -1.93053  -6.58575
C  4.25935  -11.18969  -5.05257
Br  4.32545  -13.11101  -4.75529
Br  2.85039  -10.34416  -4.01136
Br  5.98749  -10.35026  -4.74810
H  4.01170  -11.03785  -6.10833
C  6.45918  0.67123  8.75088
Br  7.20729  0.38531  6.97808
Br  6.01374  -1.00707  9.62788
Br  7.61549  1.77993  9.85429
H  5.52161  1.22092  8.61741

The value obtained for the gap between HOMO and LUMO is 6.44 eV. Its net charge is +1.

Atom charges from the Löwdin analysis, given in e for atoms 1 to 4: C 0.121; C -0.053; N -0.063; C 0.064

# 3
Here is a molecular structure, C28H33Br70N4 at a distorted geometry from OMol25. Energies are from ωB97M-V/def2-TZVPD.

Positions of all 135 atoms, in Å:
C  1.45615  1.42661  1.59392
C  2.18640  0.73336  0.43940
C  2.51144  -0.72961  0.70865
Br  0.93145  -1.77105  0.57151
N  3.22057  -0.87067  1.99626
N  4.24783  -0.01223  2.22126
C  4.77585  -0.32989  3.38696
N  4.14236  -1.32241  3.94279
C  3.17899  -1.67221  3.08704
N  2.34360  -2.70396  3.29246
H  0.99787  0.70424  2.25345
H  0.67483  2.05791  1.20414
H  2.13689  2.04500  2.15759
H  1.53582  0.70964  -0.41664
H  3.09188  1.25682  0.15522
H  3.18244  -1.05772  -0.06895
H  4.53969  0.72059  1.59781
H  5.61845  0.17057  3.81340
H  2.73067  -3.56862  3.61521
H  1.34103  -2.65729  3.21904
C  -1.91538  -2.24927  4.15212
Br  -1.38732  -0.50457  3.55191
Br  -3.78845  -2.55531  3.93780
Br  -0.84635  -3.58577  3.27570
H  -1.68870  -2.30324  5.20805
C  1.73469  -0.76867  -3.74475
Br  1.62614  -1.17663  -5.60547
Br  2.62064  -2.16971  -2.76288
Br  2.54672  0.94938  -3.44455
H  0.72509  -0.72502  -3.36394
C  -3.80455  2.34998  2.93109
Br  -3.88241  2.57832  1.02343
Br  -2.93583  3.83134  3.79292
Br  -5.52181  1.99434  3.69887
H  -3.19688  1.47953  3.11686
C  1.15953  -5.44209  -1.63180
Br  0.76159  -5.28640  0.24673
Br  1.63833  -7.22140  -2.13996
Br  -0.27983  -4.72558  -2.68432
H  2.01921  -4.81482  -1.81090
C  2.10627  0.26419  6.58864
Br  0.21800  -0.05853  6.63672
Br  2.59069  1.30225  5.03593
Br  2.69424  1.10073  8.21169
H  2.60822  -0.68869  6.50601
C  5.75936  -4.45860  -0.34648
Br  6.12194  -6.09512  0.57452
Br  5.00172  -4.76281  -2.07986
Br  4.61416  -3.31381  0.70416
H  6.69759  -3.94173  -0.48713
C  -1.70761  0.28038  -7.70156
Br  -2.37454  -0.80356  -6.25896
Br  -0.53060  1.67385  -7.10715
Br  -0.88185  -0.78565  -9.07038
H  -2.57052  0.75964  -8.14022
C  -3.10624  -1.18888  -1.51110
Br  -1.81581  -0.18594  -2.53231
Br  -2.89366  -0.86582  0.36801
Br  -4.89221  -0.83608  -2.10734
H  -2.90729  -2.23572  -1.68341
C  -1.78515  -5.18217  -6.59500
Br  0.06077  -5.70682  -6.68809
Br  -2.87442  -6.52312  -5.76693
Br  -1.96742  -3.47206  -5.73422
H  -2.13342  -5.06717  -7.61037
C  -3.91764  3.22242  -7.50901
Br  -3.12787  3.67335  -5.81609
Br  -2.73251  3.59923  -8.96685
Br  -4.50543  1.38852  -7.53301
H  -4.79878  3.83650  -7.62521
C  0.38304  4.17301  7.76716
Br  0.28166  4.34238  5.85376
Br  1.26219  5.67995  8.56080
Br  -1.33923  3.83621  8.54535
H  0.99642  3.30871  7.97007
C  1.18258  3.93504  -10.48407
Br  0.80575  4.45978  -8.67734
Br  1.86590  2.14365  -10.59167
Br  -0.37966  4.15557  -11.58812
H  1.94884  4.59819  -10.85270
C  3.92870  -7.20999  -6.64640
Br  5.78808  -7.67867  -6.69280
Br  2.86106  -8.60110  -5.86587
Br  3.65252  -5.51556  -5.77159
H  3.60019  -7.09231  -7.66741
C  -6.77721  2.05944  7.89029
Br  -6.86122  3.80471  7.09555
Br  -8.34812  1.02617  7.50312
Br  -5.18000  1.12723  7.36365
H  -6.73291  2.19302  8.95949
C  4.36514  3.20167  11.09879
Br  2.48129  2.84084  11.20427
Br  4.79746  4.21886  9.52406
Br  5.01964  4.05380  12.68769
H  4.86663  2.24786  11.01821
C  -6.58471  2.96307  -3.42834
Br  -7.18086  2.74290  -5.23952
Br  -5.31585  1.60846  -2.93065
Br  -5.87911  4.72553  -3.12724
H  -7.44639  2.85076  -2.78938
C  -7.32536  8.27937  -2.85203
Br  -9.07048  7.68411  -2.31736
Br  -7.40493  9.39300  -4.41407
Br  -6.39944  9.14463  -1.40837
H  -6.75570  7.40299  -3.11442
C  3.64570  7.82470  12.34689
Br  1.75338  7.52119  12.47305
Br  4.09029  8.84519  10.78033
Br  4.34624  8.62587  13.94349
H  4.11552  6.85865  12.24033
C  -1.33701  -6.41305  6.27905
Br  -0.17391  -5.04371  6.97450
Br  -3.12832  -5.76091  6.06871
Br  -0.65551  -7.13660  4.63685
H  -1.36209  -7.21320  7.00209
C  -5.59219  4.35767  -12.31759
Br  -5.94483  3.14355  -10.86925
Br  -4.43960  5.79479  -11.76883
Br  -4.88697  3.43438  -13.84482
H  -6.53434  4.79414  -12.60904
C  6.38042  -0.69813  -1.73789
Br  6.14558  1.19477  -1.95379
Br  7.27056  -1.49871  -3.22792
Br  7.28606  -1.09297  -0.07772
H  5.39299  -1.13856  -1.67682
C  6.46689  0.72918  8.85206
Br  5.73486  -0.34446  10.26778
Br  7.89231  1.85196  9.47342
Br  6.99471  -0.34505  7.34586
H  5.67527  1.38181  8.51132
C  -4.44093  -9.14414  -9.18720
Br  -4.56384  -7.23321  -9.01426
Br  -3.72271  -9.65171  -10.89250
Br  -3.44731  -9.92698  -7.74114
H  -5.44574  -9.53200  -9.13226

The value obtained for the gap between HOMO and LUMO is 8.00 eV. Its net charge is +1.

Atom charges from the Löwdin analysis, given in e for atoms 1 to 4: C -0.095; C -0.274; C -0.690; Br 0.782

# 4
Here is a molecular structure, C28H33N2O2 at a distorted geometry from OMol25. Energies are from ωB97M-V/def2-TZVPD.

Positions of all 65 atoms, in Å:
C  -1.67084  0.63060  3.32980
O  -0.60956  1.29555  2.60020
C  -0.88642  1.43025  1.28221
O  -1.74909  0.78018  0.71644
C  -0.05133  2.47186  0.60215
C  -0.85455  3.73185  0.19998
C  -0.47918  4.06850  -1.22846
C  0.66346  3.13289  -1.56648
N  0.57272  2.02316  -0.61467
C  1.69039  1.17745  -0.54070
C  1.58109  -0.14701  -0.05593
C  2.86514  -1.03500  -0.12812
C  4.04199  -0.36668  -0.87643
C  4.19230  1.10897  -0.54693
C  2.94728  1.79241  -1.10065
H  -1.38467  0.71843  4.37706
H  -2.64624  1.12075  3.16062
H  -1.72750  -0.42655  3.03407
H  0.71422  2.75422  1.33259
H  -1.92200  3.55317  0.33699
H  -0.54274  4.52006  0.89115
H  -1.31002  3.93590  -1.92248
H  -0.13822  5.10292  -1.29230
H  0.67177  2.78713  -2.60273
H  1.58532  3.71440  -1.43059
H  0.90422  -0.25087  0.93070
H  3.18187  -1.36191  0.89206
H  2.66072  -1.98093  -0.66824
H  4.98916  -0.87518  -0.63729
H  3.85829  -0.46670  -1.96070
H  4.28785  1.27333  0.54089
H  5.09065  1.54902  -1.00976
H  2.92245  1.78796  -2.21422
H  3.01668  2.83368  -0.76744
C  -3.99521  -3.78566  0.72064
N  -2.68614  -3.12491  0.80435
C  -2.09748  -2.48566  -0.25387
C  -0.85181  -1.92740  0.11100
C  0.13620  -1.28465  -0.75552
C  -0.26037  -0.55041  -1.99550
C  -1.41001  0.25210  -2.00973
C  -1.56618  1.18442  -3.05866
C  -0.57935  1.29243  -4.04211
C  0.44680  0.33110  -4.13566
C  0.53662  -0.65810  -3.15720
C  -0.66869  -2.29356  1.51545
C  0.32853  -2.03430  2.44259
C  0.20010  -2.57218  3.72902
C  -0.96656  -3.24642  4.11519
C  -1.99691  -3.51350  3.19660
C  -1.80488  -3.05354  1.90702
H  -4.43424  -3.92519  1.73389
H  -4.69941  -3.17746  0.10779
H  -3.92349  -4.76937  0.21553
H  -2.54232  -2.50698  -1.24486
H  0.94313  -2.02203  -0.97576
H  -2.13080  0.11792  -1.20185
H  -2.45660  1.83462  -3.08806
H  -0.54444  2.19084  -4.66895
H  1.15678  0.35240  -4.96795
H  1.21520  -1.51899  -3.25793
H  1.18579  -1.46110  2.11284
H  1.00614  -2.43244  4.44271
H  -1.09499  -3.54395  5.15622
H  -2.91064  -4.05182  3.43996

The value obtained for the gap between HOMO and LUMO is 6.21 eV. The energy above the lowest of the compared OMol25 structures with the same formula, charge and spin comes out at 12.4 kcal/mol. Its net charge is +1.

Atom charges from the Löwdin analysis, given in e for atoms 1 to 4: C -0.010; O -0.022; C -0.434; O 0.104

E_tot values, unit hartree, following the record order: -13307.82400; -94085.38168; -181486.20845; -1346.44040.